Record 1
A single C7H5NOS molecule, computed with ωB97M-V/def2-TZVPD.

Last column: natural (NBO) charge in e.
Atoms and positions in Å:
1 C -0.6686 -0.1115 -0.7421  0.584
2 C -1.9526 0.1064 0.1090  -0.617
3 C -3.0732 0.2822 -0.8181  0.290
4 C 0.5811 -0.0969 0.0603  -0.395
5 C 1.7484 -0.4488 -0.6293  -0.164
6 C 2.9200 -0.2555 0.0866  -0.273
7 C 2.6393 0.0585 1.4010  -0.389
8 H -1.9164 0.9145 0.7901  0.263
9 H -2.0858 -0.7284 0.8131  0.272
10 H 1.6902 -0.5823 -1.7421  0.256
11 H 3.9504 -0.2719 -0.2865  0.241
12 H 3.3784 0.3841 2.2233  0.256
13 N -3.9855 0.3699 -1.5123  -0.298
14 O -0.6965 -0.2991 -1.9406  -0.506
15 S 0.9554 0.1800 1.7193  0.481

Values from the calculation:
**SMILES string**: N#CCC(=O)c1cccs1
**ΔE to the lowest compared entry with this formula, charge and spin**: 199.27 kJ/mol
**LUMO energy**: -0.47 eV

***

Record 2
A single C5H10O2Si molecule, computed with ωB97M-V/def2-TZVPD.

Last column: natural (NBO) charge in e.
Atoms and positions in Å:
1 C -3.3209 -0.2178 -0.4682  0.334
2 C -2.2900 -0.6373 0.5033  0.151
3 C 0.3002 0.0893 1.6059  -1.118
4 C -0.1233 1.2444 -1.1988  -1.153
5 C 0.1842 -1.7227 -0.8206  -1.094
6 O -3.4591 0.8719 -0.9754  -0.486
7 O -2.5148 -1.3136 1.4820  -0.487
8 Si -0.5226 -0.1599 -0.0417  1.485
9 H -3.9536 -0.9944 -0.7781  0.116
10 H 1.3631 0.1349 1.2248  0.227
11 H 0.1959 1.0070 2.1547  0.251
12 H 0.0469 -0.5489 2.4080  0.263
13 H 0.9475 1.4170 -1.2225  0.251
14 H -0.3789 1.2516 -2.3573  0.263
15 H -0.8158 2.1119 -0.9490  0.269
16 H 1.1527 -1.7087 -0.3510  0.243
17 H -0.1240 -2.6877 -0.5535  0.247
18 H 0.0287 -1.6395 -1.8497  0.238

Values from the calculation:
**SMILES string**: C[Si](C)(C)C(=O)C=O
**ΔE to the lowest compared entry with this formula, charge and spin**: 173.14 kJ/mol
**LUMO energy**: -0.52 eV

***

Record 3
A molecular structure, C3H6ClN, computed with ωB97M-V/def2-TZVPD.

Last column: natural (NBO) charge in e.
Atoms and positions in Å:
1 C 0.5913 -0.2070 0.4731  -0.268
2 C -0.8091 -0.0332 -0.0374  -0.070
3 C -1.5117 1.0911 -0.3248  -0.432
4 H 2.0594 -1.4797 -0.1994  0.386
5 H 1.6898 0.2437 -1.3085  0.362
6 H 1.0545 0.7024 1.0992  0.185
7 H 0.7628 -1.1018 1.3161  0.202
8 H -2.5958 1.1339 -0.4661  0.220
9 H -1.1067 1.9734 0.1566  0.204
10 N 1.3392 -0.7919 -0.6025  -0.843
11 Cl -1.4736 -1.5308 -0.1063  0.053

Values from the calculation:
**ΔE to the lowest compared entry with this formula, charge and spin**: 243.01 kJ/mol
**LUMO energy**: 0.67 eV

***

Record 4
A single C20H27N3O4S molecule, computed with ωB97M-V/def2-TZVPD.

Last column: natural (NBO) charge in e.
Atoms and positions in Å:
1 C -1.0116 4.7471 3.9647  -0.623
2 C -1.3863 3.5724 3.0810  -0.069
3 H -2.4441 3.6060 2.7954  0.190
4 H -1.2050 2.6192 3.5909  0.189
5 O -0.5850 3.6233 1.9017  -0.518
6 C -0.8219 2.6690 0.9852  0.810
7 O -1.6769 1.8188 1.1764  -0.650
8 C 0.0105 2.7790 -0.1971  -0.295
9 C 0.6777 3.9183 -0.6327  0.294
10 N 1.3139 3.6557 -1.8010  -0.334
11 C 1.0796 2.3499 -2.1691  0.113
12 C 1.5304 1.6435 -3.2721  -0.233
13 C 1.1404 0.3265 -3.4054  -0.284
14 C 0.3340 -0.2959 -2.4490  0.296
15 C -0.0701 0.4000 -1.2997  0.113
16 C 0.2644 1.7534 -1.1816  0.000
17 N -0.8023 -0.2612 -0.3095  -0.643
18 C -0.4217 -1.4382 0.2532  0.678
19 O 0.5793 -2.0466 -0.0592  -0.631
20 C -1.4239 -1.8704 1.3373  -0.304
21 N -1.3538 -3.1946 1.8938  -0.449
22 C -1.6897 -4.3060 1.0336  -0.223
23 C -0.5222 -4.9112 0.2550  -0.554
24 H -0.8578 -5.7418 -0.3635  0.219
25 H -0.0180 -4.1642 -0.3562  0.244
26 S 0.7060 -5.5870 1.4159  0.157
27 C 0.9954 -4.0084 2.2736  -0.554
28 C -0.3187 -3.4908 2.8566  -0.220
29 H -0.1228 -2.5858 3.4390  0.194
30 H -0.7181 -4.2568 3.5351  0.194
31 H 1.7189 -4.2078 3.0621  0.219
32 H 1.4098 -3.3128 1.5449  0.249
33 H -2.4574 -3.9732 0.3293  0.196
34 H -2.1208 -5.0907 1.6699  0.195
35 H -2.4270 -1.7449 0.9138  0.213
36 H -1.3275 -1.1553 2.1627  0.219
37 H -1.4350 0.3386 0.2219  0.441
38 O -0.1438 -1.5645 -2.5709  -0.490
39 C 0.3797 -2.3955 -3.5744  -0.247
40 H 1.4680 -2.4798 -3.4988  0.181
41 H -0.0667 -3.3744 -3.4052  0.201
42 H 0.1060 -2.0439 -4.5761  0.169
43 H 1.4660 -0.2238 -4.2729  0.221
44 H 2.1618 2.0948 -4.0213  0.211
45 C 2.0865 4.6049 -2.5514  -0.405
46 H 2.7400 5.1711 -1.8869  0.213
47 H 2.7013 4.0752 -3.2748  0.222
48 H 1.4390 5.3042 -3.0884  0.205
49 C 0.7374 5.2830 -0.0496  -0.667
50 H 1.7298 5.4778 0.3589  0.229
51 H 0.5300 6.0324 -0.8129  0.221
52 H 0.0179 5.3803 0.7545  0.258
53 H -1.5895 4.7100 4.8834  0.220
54 H -1.2171 5.6849 3.4551  0.209
55 H 0.0467 4.7077 4.2081  0.214

Values from the calculation:
**SMILES string**: CCOC(=O)c1c(C)n(C)c2ccc(OC)c(NC(=O)CN3CCSCC3)c12
**ΔE to the lowest compared entry with this formula, charge and spin**: 79.61 kJ/mol
**LUMO energy**: 0.53 eV

***

Record 5
2 unconnected molecules or ions with the total composition CHF2IO, computed with ωB97M-V/def2-TZVPD.

Last column: natural (NBO) charge in e.
Atoms and positions in Å:
1 C 1.8666 1.0066 0.0139  0.746
2 O 0.1332 -0.0714 0.7240  -0.835
3 F 2.0507 1.9195 0.8993  -0.299
4 F 1.5285 1.5439 -1.1394  -0.295
5 I 3.3804 -0.3669 -0.0012  0.241
6 H 0.0313 0.5114 1.5965  0.443

Values from the calculation:
**ΔE to the lowest compared entry with this formula, charge and spin**: 331.79 kJ/mol
**LUMO energy**: -0.96 eV

***

Record 6
10 unconnected molecules or ions with the total composition C18H56N21O10, computed with ωB97M-V/def2-TZVPD.

Last column: Mulliken charge in e.
Atoms and positions in Å:
1 C 2.6838 1.7177 0.7125  -1.398
2 C 2.1822 1.2779 -0.6694  -0.350
3 C 0.8280 0.5443 -0.6168  0.010
4 C 0.9717 -0.9720 -0.8388  -0.664
5 C 0.3032 -1.8758 0.1723  -1.127
6 N -1.1853 -1.7966 0.1311  0.111
7 C -1.7715 -0.8031 0.8344  0.317
8 N -1.3414 -0.5426 2.1035  -0.336
9 N -2.7747 -0.1301 0.3047  -0.097
10 C -3.5066 0.9665 0.9401  -0.931
11 C -4.1375 1.8394 -0.1213  -0.120
12 C -5.2947 1.2699 -0.9361  -0.681
13 O -5.4585 2.2091 0.0899  -0.453
14 H 1.8570 1.9055 1.3998  0.307
15 H 3.3078 0.9514 1.1719  0.307
16 H 3.2690 2.6301 0.6531  0.410
17 H 2.9074 0.6249 -1.1419  0.357
18 H 2.0603 2.1648 -1.2781  0.257
19 H 0.1973 0.9518 -1.4069  0.215
20 H 0.3413 0.7828 0.3343  0.003
21 H 0.6021 -1.2461 -1.8281  0.353
22 H 2.0306 -1.2244 -0.8138  0.412
23 H 0.5859 -2.8998 -0.0625  0.322
24 H 0.6953 -1.6946 1.1700  0.382
25 H -1.4550 -1.6675 -0.8413  0.332
26 H -1.9968 -0.0030 2.6506  0.322
27 H -0.4065 -0.1536 2.1321  0.254
28 H -3.0640 -0.3763 -0.6305  0.267
29 H -2.7877 1.5695 1.4905  0.562
30 H -4.3075 0.6076 1.5844  0.265
31 H -3.4807 2.5451 -0.6024  0.489
32 H -5.2079 1.6421 -1.9447  0.359
33 H -5.4126 0.2250 -0.6834  0.345
34 C 0.8563 -4.7865 3.4267  0.655
35 O 1.6606 -5.5905 3.8636  -0.683
36 N 0.8674 -3.4664 3.7817  -0.314
37 N -0.1164 -5.1443 2.5360  -0.317
38 H 0.2161 -2.7931 3.4261  0.136
39 H 1.5589 -3.1688 4.4464  0.217
40 H -0.1592 -6.1060 2.2514  0.198
41 H -0.7844 -4.4955 2.1667  0.133
42 C 2.6923 2.4925 -4.5238  0.544
43 O 2.7635 1.6615 -3.6231  -0.613
44 N 1.5861 3.2605 -4.7300  -0.301
45 N 3.7234 2.7066 -5.3908  -0.431
46 H 1.5351 3.9611 -5.4464  0.223
47 H 0.8123 3.1260 -4.1099  0.187
48 H 4.5447 2.1438 -5.2722  0.227
49 H 3.6865 3.3966 -6.1189  0.201
50 C 5.3757 -4.1935 2.7690  0.646
51 O 5.9488 -4.4503 3.8110  -0.643
52 N 4.0342 -4.4228 2.6000  -0.153
53 N 6.0234 -3.6674 1.6818  -0.349
54 H 3.5497 -4.2256 1.7449  0.033
55 H 3.5168 -4.8130 3.3744  0.147
56 H 7.0064 -3.4945 1.7757  0.214
57 H 5.5710 -3.4557 0.8120  0.137
58 C 2.7871 -2.8867 -3.1258  0.729
59 O 3.6098 -2.4597 -2.3245  -0.675
60 N 2.3870 -2.1585 -4.2107  -0.388
61 N 2.1945 -4.1048 -2.9746  -0.312
62 H 1.7072 -2.4851 -4.8707  0.163
63 H 2.8063 -1.2539 -4.3374  0.201
64 H 2.4848 -4.6576 -2.1909  0.185
65 H 1.4974 -4.4749 -3.5955  0.146
66 C 3.7868 -8.7824 1.9527  0.537
67 O 2.9013 -9.6102 1.8065  -0.664
68 N 5.0698 -9.0046 1.5248  -0.351
69 N 3.5697 -7.5729 2.5444  -0.158
70 H 5.8125 -8.3425 1.6433  0.171
71 H 5.2621 -9.8864 1.0899  0.211
72 H 2.6448 -7.3753 2.8815  0.101
73 H 4.2828 -6.8785 2.6661  0.144
74 C -5.8488 5.8405 1.7775  0.658
75 O -4.9659 5.5032 2.5560  -0.684
76 N -6.5280 7.0098 1.8833  -0.304
77 N -6.1980 5.0231 0.7288  -0.302
78 H -7.2484 7.2801 1.2422  0.155
79 H -6.2981 7.6429 2.6359  0.254
80 H -5.6871 4.1640 0.6663  0.201
81 H -6.9061 5.2409 0.0548  0.164
82 C -1.2823 -5.8814 -2.3529  0.694
83 O -0.6528 -5.0287 -2.9632  -0.667
84 N -1.3869 -7.1636 -2.7919  -0.404
85 N -1.9299 -5.6094 -1.1741  -0.353
86 H -1.8926 -7.8788 -2.3044  0.165
87 H -0.9238 -7.3968 -3.6504  0.227
88 H -1.8707 -4.6752 -0.8193  0.161
89 H -2.4531 -6.2953 -0.6634  0.177
90 C -7.4534 9.6145 4.5963  0.671
91 O -6.8090 9.3256 3.5972  -0.731
92 N -6.8646 9.7697 5.8156  -0.389
93 N -8.8039 9.8061 4.5599  -0.381
94 H -7.3690 10.0087 6.6475  0.169
95 H -5.8725 9.6349 5.8664  0.221
96 H -9.2599 9.7039 3.6736  0.210
97 H -9.3496 10.0472 5.3648  0.169
98 C 3.8909 6.1291 -4.3928  0.635
99 O 3.2250 5.6219 -5.2841  -0.667
100 N 3.5950 7.3576 -3.8777  -0.424
101 N 4.9723 5.5016 -3.8484  -0.339
102 H 4.1269 7.7944 -3.1496  0.157
103 H 2.8083 7.8423 -4.2660  0.222
104 H 5.1955 4.5887 -4.1989  0.225
105 H 5.5334 5.8987 -3.1196  0.170

Values from the calculation:
**Net charge**: +1
**LUMO energy**: -2.84 eV

***

Maximum force: 2.6; 3.7; 5.5; 0.8; 4.9; 3.0 (eV Å⁻¹)
HOMO energy: -9.7; -9.1; -9.3; -7.5; -10.1; -10.7 (eV)